Computed, not measured: a molecular structure, C20H42CaF6N7O10S2 in a non-equilibrium geometry, with ωB97M-V with the def2-TZVPD basis set.

Structure (XYZ):
```
88
Properties=species:S:1:pos:R:3:lowdin_charge:R:1
Ca -0.33144 0.17628 0.62519 1.4196
C -4.63740 0.78904 0.87002 -0.6510
F -4.79658 -0.27633 1.64221 0.1411
F -4.51375 0.34661 -0.39049 0.1210
F -5.70396 1.55863 0.94008 0.1719
S -3.10178 1.76873 1.35785 0.6118
O -2.47319 2.18339 0.12851 -0.3038
O -3.55705 2.79786 2.21623 -0.2404
N -2.08999 0.63173 2.02214 -0.4113
S -2.20812 0.80640 3.63459 0.5787
O -1.52118 1.92590 4.16402 -0.2490
O -3.53194 0.53078 4.08512 -0.2515
C -1.24098 -0.62991 4.22920 -0.6800
F -1.26507 -0.60495 5.55324 0.1640
F -1.78090 -1.77294 3.83054 0.1454
F 0.02987 -0.58400 3.79862 0.1167
C 1.58226 2.94796 -2.71724 0.0234
C 0.48126 2.01183 -2.33703 -0.5085
O 0.39329 1.53151 -1.21582 -0.0663
N -0.42808 1.70571 -3.28555 0.0399
C -0.45876 2.21212 -4.65128 -0.0515
H 1.93906 2.83183 -3.74200 0.0837
H 2.46340 2.78470 -2.10065 0.0727
H 1.27384 3.98624 -2.57939 0.1034
H -1.15796 1.07205 -2.99339 0.0732
H -0.24651 3.27830 -4.66650 0.0933
H -1.46766 2.09736 -5.03984 0.0662
H 0.23822 1.67379 -5.29349 0.0902
C 3.48212 -1.46722 2.74369 0.0295
C 2.92609 -0.43601 1.78956 -0.5412
O 1.74067 -0.44194 1.49008 -0.0864
N 3.80839 0.39086 1.19700 0.0370
C 3.45582 1.24227 0.08061 -0.0457
H 3.71841 -2.35989 2.15891 0.0855
H 2.68258 -1.73196 3.42902 0.0887
H 4.39599 -1.12308 3.21974 0.0860
H 4.77136 0.32273 1.47493 0.1380
H 4.37424 1.63186 -0.34721 0.0955
H 2.80601 2.05206 0.40885 0.0790
H 2.91126 0.65134 -0.65557 0.0710
C 0.38237 -4.19298 1.05005 0.0237
C -0.81035 -3.28131 1.11436 -0.5167
O -0.66685 -2.05903 1.23762 -0.1096
N -2.01987 -3.85938 1.08643 0.0410
C -3.24937 -3.13664 1.37390 -0.0440
H 0.18149 -5.14119 1.56172 0.0900
H 1.21132 -3.70688 1.55055 0.0782
H 0.59908 -4.51159 0.02734 0.0891
H -2.09464 -4.81077 0.77023 0.1450
H -2.99967 -2.10383 1.60700 0.0588
H -3.74079 -3.52247 2.26874 0.0980
H -3.94739 -3.16140 0.53805 0.0824
C -2.15392 -2.49754 -2.19346 0.0306
C -2.28253 -0.99477 -2.11684 -0.5057
O -1.84522 -0.36636 -1.16599 -0.0677
N -2.88046 -0.39992 -3.18378 0.0366
C -3.26844 0.99505 -3.27053 -0.0587
H -3.04508 -2.92908 -1.72690 0.0878
H -1.28913 -2.80756 -1.61137 0.0670
H -2.08485 -2.90645 -3.20047 0.0867
H -3.16144 -1.00057 -3.93971 0.1402
H -2.81603 1.55225 -2.45109 0.0820
H -4.34457 1.11293 -3.16684 0.1007
H -2.91929 1.43328 -4.20584 0.0645
C 1.82064 -1.24140 -3.33375 0.0204
C 1.82003 -1.67009 -1.88487 -0.5074
O 0.89851 -1.37361 -1.12391 -0.0279
N 2.86052 -2.40954 -1.43413 0.0306
C 3.95319 -2.93782 -2.21184 -0.0649
H 0.88569 -0.73147 -3.54019 0.0707
H 1.85439 -2.13407 -3.96797 0.0957
H 2.67043 -0.61245 -3.59621 0.0910
H 2.77622 -2.65755 -0.46035 0.1308
H 3.81195 -3.99656 -2.44155 0.0910
H 4.86010 -2.90053 -1.60283 0.0894
H 4.12485 -2.35728 -3.10892 0.0797
C 0.64188 4.57166 1.25017 0.0242
C 0.76192 3.30233 2.03079 -0.5234
O 0.32625 2.24402 1.59721 -0.0794
N 1.41526 3.40828 3.20375 0.0413
C 1.69676 2.28923 4.06946 -0.0434
H 0.29526 5.39162 1.87672 0.0934
H -0.01271 4.43337 0.39765 0.0862
H 1.64259 4.83771 0.89123 0.0916
H 1.81694 4.30215 3.42187 0.1400
H 2.20286 2.66038 4.95965 0.0959
H 2.37755 1.57105 3.60333 0.0756
H 0.78274 1.79516 4.37705 0.0592
```

Summary:
Total charge = +1
E_LUMO = -2.0 eV
Gap between HOMO and LUMO = 9.72 eV

---

Computed, not measured: 2 unconnected molecules or ions with the total composition C4H14N2O2, with ωB97M-V with the def2-TZVPD basis set.

Structure (XYZ):
```
22
Properties=species:S:1:pos:R:3:lowdin_charge:R:1
C 2.42068 -1.54931 1.18853 -0.0776
C 1.24061 -0.85923 0.49651 -0.5309
C 1.71248 0.07817 -0.61148 -0.0716
N 0.40354 -1.89761 -0.09554 0.0145
H 2.16802 -1.84343 2.20303 0.0668
H 2.69183 -2.44633 0.61630 0.0808
H 3.28275 -0.89424 1.22189 0.0662
H 0.69422 -0.25277 1.24565 0.1212
H 0.86795 0.57310 -1.08713 0.0506
H 2.25530 -0.48843 -1.36366 0.0826
H 2.36680 0.84365 -0.20284 0.0770
H -0.30365 -1.49917 -0.70068 0.0502
H -0.04715 -2.45704 0.62079 0.0771
N -2.34692 0.36192 0.02896 0.0885
C -1.92755 1.71301 -0.23676 -0.5823
O -1.25048 1.88369 -1.44005 0.0016
O -3.05157 2.53442 -0.26588 0.0080
H -1.55384 -0.24003 0.20329 0.0348
H -2.87592 -0.00851 -0.75411 0.0890
H -1.22907 2.00598 0.56524 0.1520
H -1.89894 2.13361 -2.11028 0.1017
H -3.61900 2.30858 0.47817 0.0998
```

Summary:
SMILES = CC(C)N.NC(O)O
E_LUMO = 0.8 eV
Gap between HOMO and LUMO = 10.19 eV

---

Computed, not measured: a molecular structure, C4H7NO2, with ωB97M-V with the def2-TZVPD basis set.

Structure (XYZ):
```
14
Properties=species:S:1:pos:R:3:lowdin_charge:R:1
C 2.34901 -0.40583 -0.55914 -0.1050
N 1.51270 0.70399 -0.20653 0.0422
C 0.31311 0.73981 -0.01290 -0.1857
C -0.81809 1.48610 0.19241 -0.1240
O -1.97534 0.77248 0.64400 -0.0635
C -1.57465 -0.94487 0.21750 -0.1740
O -0.33182 -0.99454 0.39293 -0.0815
H 2.77193 -0.29555 -1.55886 0.0762
H 3.17553 -0.42472 0.15291 0.0757
H 1.80270 -1.35001 -0.49849 0.0729
H -1.07160 2.24127 -0.52843 0.0926
H -1.94381 0.78131 1.60895 0.1305
H -1.99715 -0.85927 -0.79400 0.1256
H -2.21251 -1.45018 0.94965 0.1180
```

Summary:
E_LUMO = 0.6 eV
Gap between HOMO and LUMO = 8.35 eV

---

Computed, not measured: C11H12OS2 in the gas phase in a non-equilibrium geometry, with ωB97M-V with the def2-TZVPD basis set.

Structure (XYZ):
```
26
Properties=species:S:1:pos:R:3:lowdin_charge:R:1
C -0.88386 -0.74324 3.85690 -0.1003
C 0.32329 0.00859 3.53002 -0.0506
C -1.60753 -1.43522 2.93431 -0.1185
C 0.74480 0.07406 2.19145 -0.0236
C -1.18225 -1.41617 1.61317 0.0008
C 0.05775 -0.72761 1.23805 -0.1692
C -1.13763 0.20776 -3.50720 -0.6608
C -0.91916 1.11786 -2.37276 -0.6651
C 0.58319 -0.70521 -0.01575 -0.1942
C 1.34497 -0.17242 -1.11721 -0.6921
C 2.74690 -0.43823 -1.37329 -0.0800
O 0.39379 -1.20713 -1.24851 0.0601
S -2.92911 0.24311 -3.64188 0.6717
S 0.74229 1.43674 -1.76203 0.9614
H -1.33313 -0.62528 4.90375 0.1195
H 0.80421 0.56142 4.30583 0.0842
H -2.60798 -1.75011 3.07784 0.0957
H 1.72382 0.37742 1.89400 0.1061
H -1.52101 -2.13348 0.95189 0.0842
H -0.83582 0.75660 -4.42068 0.0792
H -0.65807 -0.81532 -3.36368 0.0957
H -1.45994 2.04635 -2.35337 0.0672
H -1.33849 0.86923 -1.46709 0.0242
H 3.32728 -1.00558 -0.57129 0.1107
H 3.44707 0.47145 -1.32886 0.1089
H 2.94245 -0.99893 -2.27928 0.0849
```

Summary:
E_LUMO (spin up / spin down) = -0.3 / -2.0 eV
Gap between HOMO and LUMO (spin up / spin down) = 8.65 / 4.75 eV

---

Computed, not measured: a molecular structure, C12H33N3O4V in a non-equilibrium geometry, with ωB97M-V with the def2-TZVPD basis set.

Structure (XYZ):
```
53
Properties=species:S:1:pos:R:3:lowdin_charge:R:1
O 0.74789 1.58574 1.41339 -0.1719
V 0.39352 0.77349 0.11622 1.3475
C 3.13447 4.66257 -1.88239 -0.0418
C 1.93648 3.75619 -1.61527 -0.4483
C 0.64568 4.25680 -2.18166 -0.1792
O -0.34394 3.37137 -1.65750 -0.2225
C -1.64525 3.76752 -2.11350 -0.0687
N 2.27772 2.33234 -1.74407 0.0839
H 2.89046 5.67112 -1.54866 0.0996
H 3.37415 4.78642 -2.93848 0.0938
H 4.02713 4.29088 -1.37929 0.0927
H 1.99719 3.94004 -0.54260 0.1339
H 0.80640 4.10963 -3.24965 0.1479
H 0.59951 5.31257 -1.91461 0.1492
H -1.67580 4.85641 -2.07496 0.0989
H -2.53797 3.38430 -1.61923 0.0917
H -1.77231 3.39624 -3.13041 0.0955
H 3.26856 2.32192 -1.54855 0.0859
H 2.37586 2.00556 -2.69470 0.0993
C -2.54079 -3.05792 -2.43316 -0.0662
C -2.59503 -1.61530 -1.85239 -0.3405
C -3.10881 -1.56922 -0.29910 -0.1217
O -2.52699 -0.40431 0.26540 -0.2645
C -3.18494 0.09373 1.39931 -0.0938
N -1.22940 -1.07189 -2.11659 0.0159
H -2.08163 -3.76926 -1.74666 0.0828
H -2.11792 -3.12433 -3.43560 0.0882
H -3.53511 -3.47714 -2.58701 0.0892
H -3.23763 -1.07283 -2.54585 0.1339
H -2.78593 -2.46160 0.23709 0.1271
H -4.18881 -1.45909 -0.39690 0.1336
H -3.11895 -0.48694 2.31940 0.1029
H -4.20052 0.30090 1.06197 0.1044
H -2.75590 1.04581 1.71168 0.0862
H -0.74360 -1.92996 -2.33524 0.0511
H -1.34398 -0.71871 -3.05587 0.0785
C 2.32526 -4.21448 1.75672 -0.0434
C 1.28644 -3.08167 1.88128 -0.3811
C 1.16988 -2.71722 3.41816 -0.1635
O 0.28959 -1.57017 3.44965 -0.2009
C 0.53625 -0.90645 4.66480 -0.1337
N 1.91560 -1.99478 1.11205 0.0790
H 1.83094 -5.02148 2.29755 0.0959
H 3.22786 -3.98430 2.32280 0.0979
H 2.47578 -4.65134 0.76951 0.0934
H 0.24329 -3.23782 1.60641 0.1423
H 2.17309 -2.60361 3.82896 0.1299
H 0.59996 -3.45930 3.97729 0.1410
H -0.21217 -0.13759 4.85668 0.0905
H 1.49296 -0.38482 4.69179 0.0896
H 0.54698 -1.43873 5.61593 0.0985
H 2.08965 -2.58194 0.30890 0.0743
H 2.80474 -1.81736 1.55709 0.0959
```

Summary:
Total charge = +2
2S+1 = 2
E_LUMO (spin up / spin down) = -10.8 / -9.3 eV
Gap between HOMO and LUMO (spin up / spin down) = 4.42 / 5.97 eV

---

Computed, not measured: C4H9NO2 in the gas phase, with ωB97M-V with the def2-TZVPD basis set.

Structure (XYZ):
```
16
Properties=species:S:1:pos:R:3:lowdin_charge:R:1
C 0.89854 2.00385 -0.21374 -0.1585
C 0.67901 0.51850 0.09867 -0.2655
C -0.35854 0.23183 1.15462 -0.1945
O -0.85258 -1.11107 0.82261 -0.0131
C -0.63670 -1.27345 -0.49157 -0.5128
O -1.22054 -0.53302 -1.45933 0.0714
N -0.42356 -2.54546 -0.83828 0.2293
H 1.36319 2.59159 0.60459 0.0659
H 1.55948 2.13505 -1.08116 0.0602
H -0.04171 2.52749 -0.45499 0.0637
H -0.63373 0.24859 -1.27963 0.0909
H 1.63315 0.04040 0.33934 0.0798
H -0.03436 0.12747 2.19471 0.1100
H -1.19751 0.94795 1.11658 0.1195
H -0.42787 -2.81044 -1.80953 0.1271
H -0.14697 -3.22342 -0.14963 0.1267
```

Summary:
E_LUMO = 0.8 eV
Gap between HOMO and LUMO = 7.89 eV